Record 1
{"formula": "C4H9NO2", "method": "ωB97M-V/def2-TZVPD", "species": ["C", "C", "O", "C", "C", "O", "N", "H", "H", "H", "H", "H", "H", "H", "H", "H"], "xyz": [[-1.981, -0.086, -0.660], [-0.552, 0.300, -0.306], [-0.498, 1.495, 0.477], [0.145, -0.780, 0.521], [1.658, -0.824, 0.361], [2.278, -1.873, 0.314], [2.255, 0.397, 0.259], [-2.577, -0.253, 0.243], [-1.979, -1.007, -1.254], [-2.465, 0.694, -1.261], [0.010, 0.460, -1.238], [-0.972, 2.189, 0.000], [-0.093, -0.596, 1.576], [-0.224, -1.776, 0.266], [3.263, 0.422, 0.245], [1.730, 1.238, 0.457]], "forces_ev_per_angstrom": [[-0.061, -0.009, 0.013], [0.010, -0.284, -0.162], [-0.097, 0.251, -0.143], [-0.031, -0.097, -0.024], [0.051, -0.065, 0.055], [-0.158, 0.332, 0.007], [0.056, -0.032, 0.079], [0.090, 0.027, -0.089], [-0.015, 0.140, 0.085], [0.074, -0.081, 0.117], [-0.070, -0.044, 0.109], [0.110, -0.079, 0.111], [0.042, -0.063, -0.130], [0.053, 0.126, -0.006], [-0.136, 0.023, 0.010], [0.082, -0.146, -0.031]], "smiles": "C[C@@H](O)CC(N)=O", "mol_weight_g_mol": 103.121, "relative_energy_kcal_mol": 8.7, "homo_lumo_gap_ev": 10.32}


Record 2
{"formula": "C4H9NO2", "method": "ωB97M-V/def2-TZVPD", "species": ["C", "C", "C", "O", "N", "C", "O", "H", "H", "H", "H", "H", "H", "H", "H", "H"], "xyz": [[0.185, -0.243, -0.274], [-1.278, -0.556, 0.103], [-2.334, 0.438, -0.468], [-3.608, 0.185, -0.132], [1.105, -0.043, 0.850], [2.561, 0.007, 0.423], [2.893, 0.751, -0.614], [0.576, -1.026, -0.939], [0.186, 0.621, -0.959], [-1.412, -0.638, 1.184], [-1.556, -1.527, -0.335], [-2.120, 0.463, -1.572], [-1.957, 1.438, -0.138], [0.906, 0.901, 1.180], [3.042, 0.313, 1.389], [2.811, -1.086, 0.299]], "forces_ev_per_angstrom": [[-0.206, 0.062, -0.649], [-0.024, -0.302, -0.467], [0.422, -0.039, 0.308], [-0.282, -0.070, -0.070], [-0.073, 0.189, -0.203], [-0.252, -0.267, 0.079], [0.067, 0.279, -0.172], [0.170, -0.181, 0.409], [-0.001, 0.143, 0.208], [0.053, 0.070, 0.036], [-0.004, -0.046, 0.285], [-0.093, -0.067, -0.167], [0.021, 0.360, 0.124], [0.007, -0.043, 0.103], [0.202, -0.033, 0.185], [-0.007, -0.056, -0.007]], "smiles": "[O-]CCCNC[O-]", "mol_weight_g_mol": 103.121, "relative_energy_kcal_mol": 1.6, "homo_lumo_gap_ev": 6.69, "total_charge": -2}


Record 3
{"formula": "C10H29N2O4P3S2", "method": "ωB97M-V/def2-TZVPD", "species": ["C", "C", "P", "C", "P", "P", "S", "S", "C", "O", "O", "H", "H", "H", "H", "H", "H", "H", "H", "H", "H", "H", "H", "H", "H", "H", "C", "C", "O", "N", "C", "H", "H", "H", "H", "H", "H", "H", "C", "C", "O", "N", "C", "H", "H", "H", "H", "H", "H", "H"], "xyz": [[0.571, -2.365, 0.722], [-0.835, -2.006, 0.251], [-0.915, -0.991, -1.297], [-2.630, -0.343, -1.163], [0.196, 0.802, -0.516], [-1.225, 1.658, 1.155], [-0.081, 2.558, 2.460], [2.021, 0.553, -1.926], [3.338, -0.260, -1.024], [1.747, -0.222, -3.125], [2.413, 1.953, -2.069], [1.206, -1.489, 0.857], [0.531, -2.872, 1.687], [1.070, -3.031, 0.017], [-1.370, -2.912, -0.051], [-1.420, -1.548, 1.053], [-2.788, 0.467, -1.874], [-3.259, -1.188, -1.458], [-2.930, -0.030, -0.164], [1.122, 0.841, 0.560], [0.042, 1.994, -1.248], [-2.058, 0.662, 1.709], [-2.204, 2.466, 0.536], [3.497, -1.240, -1.467], [3.086, -0.339, 0.032], [4.213, 0.381, -1.111], [3.141, 4.031, 0.080], [4.479, 3.365, -0.133], [4.725, 2.260, 0.325], [5.410, 4.034, -0.863], [5.280, 5.324, -1.500], [2.532, 3.370, 0.690], [3.249, 4.991, 0.588], [2.639, 4.193, -0.874], [6.275, 3.530, -0.973], [5.401, 5.245, -2.582], [6.019, 6.032, -1.119], [4.294, 5.733, -1.306], [-5.488, -2.682, 0.538], [-4.280, -3.554, 0.286], [-3.619, -3.453, -0.738], [-3.943, -4.458, 1.240], [-4.602, -4.715, 2.503], [-5.611, -2.028, -0.319], [-6.390, -3.283, 0.661], [-5.361, -2.079, 1.438], [-3.140, -5.018, 1.001], [-3.925, -4.547, 3.341], [-4.970, -5.740, 2.553], [-5.451, -4.049, 2.621]], "forces_ev_per_angstrom": [[0.041, -0.059, -0.048], [-0.093, -0.044, -0.021], [0.153, 0.032, 0.087], [-0.052, -0.078, -0.109], [0.017, -0.122, -0.015], [0.003, -0.010, 0.035], [0.016, -0.027, -0.052], [-0.086, 0.049, 0.104], [0.118, -0.008, -0.100], [0.017, 0.034, -0.002], [-0.006, -0.026, -0.089], [-0.007, 0.031, 0.035], [-0.018, -0.030, -0.030], [0.003, 0.052, -0.028], [-0.053, 0.014, 0.106], [0.048, 0.057, -0.019], [0.020, 0.002, 0.000], [-0.024, 0.038, 0.017], [0.027, -0.004, -0.004], [0.066, 0.097, -0.067], [-0.009, 0.033, 0.059], [-0.048, 0.030, 0.001], [-0.036, -0.029, 0.000], [-0.056, 0.001, 0.036], [-0.007, 0.041, 0.014], [0.010, -0.033, 0.025], [0.039, 0.047, 0.027], [-0.185, 0.009, -0.079], [0.087, -0.087, 0.049], [0.033, 0.004, 0.053], [-0.030, 0.016, -0.026], [-0.007, 0.027, 0.014], [0.010, -0.008, 0.015], [0.014, -0.020, 0.007], [-0.005, -0.012, -0.010], [-0.005, -0.013, 0.002], [0.003, -0.010, 0.010], [0.004, 0.004, -0.007], [0.004, -0.001, -0.005], [-0.019, -0.015, 0.006], [-0.002, 0.014, 0.004], [0.035, 0.003, 0.012], [-0.031, 0.003, 0.011], [-0.005, 0.002, 0.002], [0.002, -0.002, -0.001], [0.006, 0.001, -0.001], [-0.003, -0.005, -0.011], [0.007, 0.005, -0.008], [0.000, 0.000, -0.011], [0.001, -0.004, 0.008]], "smiles": "CCP(C)[PH2]([PH2]=S)S(C)(=O)=O.CNC(C)=O.CNC(C)=O", "mol_weight_g_mol": 398.408, "homo_lumo_gap_ev": 8.06}


E_tot per entry: -9879.6827, -9875.2808, -71546.2350 eV
LUMO level per entry: 0.69, 7.28, 0.27 eV